Entry from OMol25: a structure of composition C24H25NO5PSSe2W (ωB97M-V/def2-TZVPD).

frontier orbital gap: 6.63 eV
E_LUMO: -4.83 eV
ΔE to the lowest compared entry with this formula, charge and spin: 54.36 kJ/mol
spin multiplicity: 1
charge: +1
calculated total energy: -6969.811448 hartree

```
60
Properties=species:S:1:pos:R:3:nbo_charge:R:1
W 0.53925 -0.43515 -0.20069 1.36
Se -0.94299 -2.04069 0.88028 0.25
P 1.84268 -3.92796 0.02764 0.86
Se 2.54955 -1.66436 -0.23642 -0.09
C 3.43373 -4.67548 -0.43430 -0.34
C 4.51323 -4.44264 0.42294 -0.22
C 5.73486 -5.04935 0.19314 -0.20
C 5.88382 -5.91792 -0.88117 -0.17
C 4.81131 -6.17612 -1.72198 -0.20
C 3.58969 -5.55576 -1.50544 -0.21
C 0.82308 -4.12268 -1.45589 -0.46
C -0.41292 -4.73932 -1.26729 -0.13
C -1.28049 -4.91268 -2.33828 -0.22
C -0.92338 -4.45315 -3.59462 -0.17
C 0.30857 -3.83676 -3.79137 -0.18
C 1.18015 -3.67756 -2.73100 -0.21
H 4.39472 -3.78386 1.27702 0.22
H 6.56650 -4.85819 0.85791 0.23
H 6.83557 -6.40186 -1.05577 0.23
H 4.92389 -6.86420 -2.54909 0.23
H 2.75777 -5.76897 -2.16215 0.23
H -0.69855 -5.08897 -0.28141 0.22
H -2.23575 -5.39609 -2.18418 0.23
H -1.60492 -4.56697 -4.42683 0.23
H 0.57889 -3.47335 -4.77364 0.23
H 2.13994 -3.19881 -2.88876 0.22
C 7.04954 3.59580 -1.79072 -0.64
C 5.61616 3.26069 -1.50397 0.06
C 4.77515 4.18977 -0.89356 -0.21
C 3.45730 3.88299 -0.60821 -0.13
C 2.98212 2.61848 -0.93614 -0.43
C 3.79426 1.67166 -1.55281 -0.11
C 5.10468 2.00371 -1.83359 -0.21
S 1.33422 2.24335 -0.53249 2.34
O 1.30500 1.32185 0.68035 -0.89
O 0.57877 3.43867 -0.40195 -0.86
N 0.77415 1.11573 -1.49885 -0.95
C 0.24622 1.12182 -2.84044 -0.35
C -0.43904 -0.23806 -2.96642 0.79
O -0.87480 -0.68516 -3.97640 -0.51
O -0.51986 -0.88988 -1.77445 -0.70
H 7.19894 4.67140 -1.86153 0.23
H 7.38402 3.13479 -2.71896 0.23
H 7.68901 3.22266 -0.98812 0.24
H 5.15556 5.17223 -0.64609 0.23
H 2.80226 4.61077 -0.14961 0.25
H 3.40850 0.69641 -1.81974 0.22
H 5.74282 1.27981 -2.32425 0.23
H 1.02608 1.19857 -3.59910 0.25
H -0.48718 1.91336 -3.00233 0.25
C 0.03195 -0.87746 3.98569 -0.25
O 0.53714 -0.43399 2.72428 -0.55
C -0.37565 -0.37167 1.70835 -0.04
C -1.45147 0.68563 1.85914 -0.70
H -0.41780 -1.86877 3.88211 0.18
H -0.70301 -0.17853 4.38688 0.18
H 0.88567 -0.92940 4.65369 0.21
H -2.14064 0.43441 2.66724 0.24
H -2.05017 0.78807 0.95318 0.23
H -0.97373 1.63892 2.09161 0.25
```